# 1
An isolated molecule of CH5NO2Si in a non-equilibrium geometry, computed with the ωB97M-V functional and the def2-TZVPD basis.

Highest occupied orbital energy, eV: -9.65
DFT total energy, eV: -14578.907
Total charge: 0
Energy relative to the best compared isomer or geometry (same formula, charge and spin), kcal per mole: 0.9

CARTESIAN COORDINATES (ANGSTROEM)
C  1.6055  -0.1483  0.0790
N  0.3896  -0.3650  0.1130
O  -0.1294  -1.5745  0.0637
O  -2.1872  -0.2521  -0.0321
Si  -1.1219  0.8607  -0.0257
H  1.9541  0.8348  0.3401
H  2.2023  -1.0033  -0.1636
H  -0.8388  1.3696  -1.2697
H  -1.0726  -1.4480  -0.1464
H  -0.8016  1.7261  1.0417

=====

# 2
An isolated molecule of C14H24Si2 in a non-equilibrium geometry, computed with the ωB97M-V functional and the def2-TZVPD basis.

Structure (SMILES): C[Si](C)(C)[Si](C)(C)[C@H]1CCc2ccccc21
Highest occupied orbital energy, eV: -8.30
DFT total energy, eV: -30663.248
Total charge: 0

CARTESIAN COORDINATES (ANGSTROEM)
C  -1.9082  1.8096  -2.7682
C  -2.1813  0.4565  -2.4872
C  -1.5579  2.6565  -1.7538
C  -2.0448  -0.1088  -1.2066
C  -1.3225  2.0956  -0.4861
C  -1.5718  0.7420  -0.1766
C  -0.7560  2.9119  0.7726
C  -0.6715  1.8254  1.9167
C  1.8312  0.8538  -1.0602
C  3.1954  -1.6574  0.2014
C  0.9640  -1.9556  -1.8764
C  0.9396  -1.0487  2.9459
C  -0.9571  -2.7008  1.2415
C  -1.1019  0.4887  1.2454
Si  1.6030  -0.9019  -0.5229
Si  0.0627  -1.0685  1.2651
H  -2.1416  2.1020  -3.8010
H  -2.5396  -0.1436  -3.3073
H  -1.4500  3.7230  -1.9380
H  -2.2948  -1.1281  -0.9896
H  0.1912  3.3948  0.4609
H  -1.3444  3.8295  1.0940
H  -1.3135  2.0429  2.7569
H  0.2857  1.6997  2.3602
H  1.3090  1.0241  -2.0012
H  1.4282  1.6998  -0.4607
H  2.8938  1.0709  -1.2027
H  3.6609  -0.9370  0.8074
H  2.9057  -2.5069  0.7428
H  3.8086  -1.9942  -0.7098
H  -0.1522  -2.0418  -1.9116
H  1.1994  -1.5809  -2.9057
H  1.3165  -2.9821  -1.7225
H  1.6946  -1.8250  3.1431
H  0.2175  -1.0365  3.7831
H  1.4901  -0.0866  3.0422
H  -1.1711  -2.9541  2.2995
H  -0.4532  -3.4777  0.7452
H  -1.9838  -2.5140  0.7765
H  -2.0797  0.2234  1.6877

=====

# 3
An isolated molecule of C10H9N in a non-equilibrium geometry, computed with the ωB97M-V functional and the def2-TZVPD basis.

Structure (SMILES): c1ccc(-c2ccc[nH]2)cc1
Highest occupied orbital energy, eV: -7.97
DFT total energy, eV: -12003.474
Total charge: 0
Energy relative to the best compared isomer or geometry (same formula, charge and spin), kcal per mole: 62.9

CARTESIAN COORDINATES (ANGSTROEM)
C  3.1736  -0.0318  -0.0148
C  2.5530  1.1886  -0.3655
C  1.1961  1.1600  -0.3222
C  0.4216  -0.0488  -0.0100
C  1.1552  -1.1612  0.3142
C  2.5058  -1.1671  0.2820
C  -1.0870  0.0664  0.0527
C  -1.9199  1.0125  0.4804
C  -3.2729  0.5722  0.2565
C  -3.1408  -0.6719  -0.3611
H  4.3728  -0.0794  -0.0057
H  2.9613  1.9223  -0.6984
H  0.4227  2.0960  -0.3932
H  0.6289  -1.9990  0.6175
H  2.8374  -2.1295  0.6440
H  -1.5582  1.9763  1.0928
H  -4.2077  1.2452  0.5068
H  -3.9065  -1.2563  -0.6392
H  -1.2965  -1.7008  -0.9631
N  -1.8388  -0.9938  -0.4736

=====

# 4
The ion C4H10N3 with charge +1 in a non-equilibrium geometry, computed with the ωB97M-V functional and the def2-TZVPD basis.

Structure (SMILES): [H]/N=C1/C[C@@H](C)[NH2+]N1
Highest occupied orbital energy, eV: -14.38
DFT total energy, eV: -8771.489
Total charge: +1
Energy relative to the best compared isomer or geometry (same formula, charge and spin), kcal per mole: 71.7

CARTESIAN COORDINATES (ANGSTROEM)
C  1.4543  -0.2112  0.0772
C  0.3299  -0.9378  -0.7367
C  -0.9397  -0.1716  -0.5279
C  -1.5017  -0.5160  0.9574
N  2.5124  -0.6367  0.5668
N  0.8569  1.0427  0.1159
N  -0.3173  1.1822  -0.5811
H  0.7381  -1.0644  -1.7837
H  0.3410  -1.9279  -0.3437
H  -1.7592  -0.2074  -1.2215
H  -0.6830  -0.5485  1.6360
H  -1.8426  -1.4851  0.6354
H  -2.1460  0.3068  1.0947
H  3.1202  0.0172  1.0733
H  1.0118  1.7957  0.8276
H  -0.1850  1.4710  -1.6255
H  -0.9901  1.8911  -0.1642

=====

# 5
An isolated molecule of C4H8N2OS in a non-equilibrium geometry, computed with the ωB97M-V functional and the def2-TZVPD basis.

Highest occupied orbital energy, eV: -9.27
DFT total energy, eV: -20138.599
Total charge: 0
Energy relative to the best compared isomer or geometry (same formula, charge and spin), kcal per mole: 51.6

CARTESIAN COORDINATES (ANGSTROEM)
C  0.1337  -0.3128  1.2918
C  -1.4384  -0.0948  -0.5545
C  1.3576  0.2183  2.1450
C  -1.0292  -0.9446  -1.8303
N  -0.5711  -1.2477  1.7380
N  -0.1198  0.3077  0.1011
O  -2.9836  -0.3932  1.6497
S  -2.1471  -1.2901  0.9084
H  -2.0695  0.8715  -0.8686
H  1.0411  0.7432  3.0122
H  1.7521  1.0727  1.5706
H  2.0890  -0.6637  2.4057
H  -0.2073  -0.4233  -2.2873
H  -1.8155  -1.0401  -2.4915
H  -0.7526  -2.0577  -1.5584
H  0.4432  1.0041  -0.3301

=====

# 6
A cluster of 2 separate species, C3H10N3O in total in a non-equilibrium geometry, computed with the ωB97M-V functional and the def2-TZVPD basis.

Highest occupied orbital energy, eV: -13.58
DFT total energy, eV: -9778.240
Total charge: +1
Energy relative to the best compared isomer or geometry (same formula, charge and spin), kcal per mole: 185.9

CARTESIAN COORDINATES (ANGSTROEM)
N  -0.0706  0.9733  2.6406
C  0.0752  1.6895  1.3393
N  0.9219  0.9563  0.4940
H  0.7469  1.1601  3.2246
H  -0.0558  -0.0279  2.4283
H  0.3631  2.7154  1.5891
H  1.9034  1.2096  0.6816
H  -0.9147  1.8037  0.8803
O  -1.5040  -1.5816  -0.2786
C  -0.3353  -1.5983  -0.5090
C  0.2608  -1.2255  -1.8897
N  0.3743  0.2157  -2.0730
H  0.3844  -1.9476  0.2364
H  1.2647  -1.6481  -1.9570
H  -0.4202  -1.6664  -2.6169
H  0.5973  0.7218  -1.1623
H  -0.5080  0.6145  -2.3932